No. 1
ORCA calculation (ωB97M-V/def2-TZVPD) on an isolated ion of composition C4H10N3 and charge +1 in a non-equilibrium geometry.

F_max: 0.0897 Eh/bohr
SMILES string: CC[N+]1(CC)N=N1
Charge: +1
Spin multiplicity: 1
HOMO-LUMO gap: 11.430 eV

Last column: Löwdin charge in e.
CARTESIAN COORDINATES (ANGSTROEM)
C -0.098 0.058 2.592  -0.057
C -2.051 0.710 -1.334  -0.064
C 0.671 -0.167 1.350  -0.091
C -1.233 -0.032 -0.359  -0.198
N 1.006 1.092 -1.010  0.301
N 0.315 1.825 -0.422  0.204
N 0.074 0.510 0.013  -0.195
H -0.592 -0.889 2.829  0.105
H 0.459 0.439 3.389  0.075
H -0.933 0.734 2.356  0.098
H -2.309 1.741 -0.994  0.103
H -1.599 0.799 -2.284  0.072
H -3.084 0.313 -1.401  0.117
H 0.520 -1.185 0.836  0.150
H 1.778 0.130 1.287  0.152
H -1.111 -0.967 -0.745  0.108
H -1.707 -0.114 0.591  0.119

No. 2
ORCA calculation (ωB97M-V/def2-TZVPD) on C4H10N3 as an isolated structure in a non-equilibrium geometry.

F_max: 0.1041 Eh/bohr
Charge: +1
Spin multiplicity: 1
HOMO-LUMO gap (alpha / beta): 8.235 / 8.234 eV

Last column: Löwdin charge in e.
CARTESIAN COORDINATES (ANGSTROEM)
C -1.464 1.348 0.444  -0.092
C -1.912 1.621 -0.792  -0.248
C -0.298 0.529 0.981  -0.179
C 0.039 -0.045 -1.180  0.143
N 0.410 -0.354 0.024  -0.012
N 2.249 -1.972 0.743  0.179
N -1.323 1.340 -2.011  0.140
H -2.046 1.747 1.261  0.103
H -2.839 2.183 -0.875  0.121
H 0.453 1.214 1.390  0.129
H -0.658 -0.091 1.808  0.122
H 1.342 -1.202 0.379  0.059
H 0.418 -0.552 -2.051  0.089
H 3.100 -1.438 0.916  0.121
H 2.434 -2.663 0.019  0.119
H 1.978 -2.454 1.600  0.120
H -1.883 0.787 -2.654  0.085

No. 3
ORCA calculation (ωB97M-V/def2-TZVPD) on a 2-piece molecular cluster, C4H10N3 overall in a non-equilibrium geometry.

F_max: 0.0757 Eh/bohr
Charge: +1
Spin multiplicity: 1
HOMO-LUMO gap: 10.823 eV

Last column: Löwdin charge in e.
CARTESIAN COORDINATES (ANGSTROEM)
C 2.334 -1.632 0.156  -0.031
C 2.190 -2.597 -0.567  0.091
C -0.539 0.587 -0.344  -0.337
C -1.497 1.734 -0.548  0.020
N -0.439 -0.184 0.696  0.046
N 0.154 0.321 -1.485  0.190
N -1.168 0.046 1.895  0.104
H 2.921 -1.064 0.876  0.062
H 1.681 -3.274 -1.128  0.017
H -0.920 2.671 -0.639  0.114
H -2.290 1.727 0.280  0.113
H -2.106 1.433 -1.381  0.092
H 0.431 -0.723 0.799  0.112
H 1.015 -0.107 -1.125  0.077
H 0.266 0.903 -2.305  0.141
H -0.890 0.899 2.381  0.120
H -1.143 -0.741 2.440  0.067